Entry 1:
One molecule with the formula C16H16F3NO4. Source: OMol25; level of theory: ωB97M-V/def2-TZVPD.

Values from the calculation:
ΔE to the lowest compared entry with this formula, charge and spin in kcal/mol: 0.0
Electronic energy in a.u.: -1274.59800
SMILES: CC1(C)CC(=O)C2=C(C1)N(Cc1ccco1)C(=O)[C@@]2(O)C(F)(F)F
E_HOMO in eV: -8.968
Lowest unoccupied orbital energy in eV: -0.03
Total charge: 0
Frontier orbital gap in Ha: 0.329

Geometry as XYZ:
```
40
Properties=species:S:1:pos:R:3:forces:R:3
C 2.007312 -2.092918 -1.457352 0.76 0.79 -1.04
C 1.853450 -0.745433 -0.714446 0.65 -1.39 -0.52
C 2.420893 -0.957547 0.679322 -1.25 0.42 0.80
C 2.681815 0.258232 -1.490199 -1.13 0.51 -0.04
C 2.381566 1.684133 -1.046326 0.41 1.76 -1.94
O 3.107807 2.624293 -1.406065 -0.46 -1.16 0.84
C 1.093330 1.967189 -0.436608 -0.79 -1.03 1.71
C 0.112829 1.015236 -0.276210 1.59 1.12 0.19
C 0.363321 -0.394377 -0.730839 -0.59 0.61 -0.23
N -0.980432 1.549341 0.421778 0.64 -0.35 -1.00
C -2.190085 0.853880 0.838991 1.18 -0.25 1.14
C -1.889003 0.045467 2.103333 -1.27 -2.51 -0.40
C -2.390353 -1.225102 2.320233 1.15 0.81 0.56
C -1.795642 -1.649656 3.564473 0.44 -0.18 -0.05
C -0.982289 -0.639594 4.016570 -1.70 -1.38 -1.22
O -1.078658 0.405344 3.135631 0.40 0.69 -0.39
C -0.703395 2.868329 0.765081 -2.53 0.54 0.20
O -1.494447 3.540899 1.379665 0.49 0.00 -0.14
C 0.649558 3.270614 0.246467 1.92 -0.07 -2.14
O 0.659167 4.305656 -0.793393 -0.31 -0.28 1.71
C 1.489312 3.674914 1.494019 0.33 0.19 0.26
F 2.715555 4.044548 1.125786 -0.08 0.35 -0.03
F 0.919094 4.720798 2.174746 0.76 -1.58 -0.63
F 1.690418 2.597924 2.330038 -0.87 1.09 -0.49
H 1.534319 -2.925067 -0.971450 -0.08 -0.42 0.51
H 1.538632 -2.011242 -2.460045 0.37 -0.08 0.37
H 3.108513 -2.266220 -1.595086 -1.04 -0.20 0.10
H 2.480150 -0.032632 1.264271 0.05 -0.03 -0.12
H 3.387567 -1.436236 0.692399 0.32 -0.11 -0.24
H 1.706028 -1.603354 1.201323 0.26 -0.08 0.23
H 3.738024 0.072168 -1.387130 0.41 -0.06 0.00
H 2.403839 0.128489 -2.558562 0.29 0.54 0.40
H -0.023940 -0.515388 -1.767106 0.10 0.02 0.56
H -0.164375 -1.078797 -0.083331 -0.33 -0.36 0.14
H -2.589357 0.219140 0.022204 0.46 0.10 0.66
H -2.965238 1.545708 1.100729 -0.17 0.90 -0.20
H -3.002824 -1.825565 1.649872 0.14 0.36 0.25
H -1.866534 -2.658453 3.976798 -0.06 0.56 0.06
H -0.350787 -0.647919 4.889783 0.10 0.75 -0.23
H 1.591943 4.480280 -1.052282 -0.56 -0.59 0.37
```
Forces are in eV/Å.

Entry 2:
C37H37Cl3N7OPtSSi as an isolated structure. Source: OMol25; level of theory: ωB97M-V/def2-TZVPD.

Values from the calculation:
ΔE to the lowest compared entry with this formula, charge and spin in kcal/mol: 16.5
Electronic energy in a.u.: -4078.09675
E_HOMO in eV: -10.283
Lowest unoccupied orbital energy in eV: -2.29
Total charge: +1
Frontier orbital gap in Ha: 0.294

Geometry as XYZ:
```
88
Properties=species:S:1:pos:R:3:forces:R:3
Pt 1.649496 0.064584 -0.822236 0.10 0.17 0.36
C 1.443104 1.364867 2.358181 0.17 0.03 -0.43
N 1.043928 0.036786 1.928122 -0.53 -0.12 0.58
C 1.765566 -1.078667 2.504734 0.21 0.17 -0.25
C 3.050893 -1.217915 1.738642 0.10 -0.23 0.00
N 3.178500 -0.904983 0.475160 -0.44 0.12 0.52
C 4.507841 -1.154566 0.140946 -0.16 0.02 -0.18
C 5.174446 -0.976990 -1.069661 -0.05 -0.02 0.06
C 6.509646 -1.319953 -1.106235 -0.01 0.02 0.00
C 7.166992 -1.830619 0.026336 0.02 0.00 -0.03
C 6.514102 -2.006836 1.228788 -0.03 0.02 0.05
C 5.169381 -1.651952 1.260610 0.01 -0.03 0.01
N 4.211756 -1.673054 2.266379 0.10 -0.06 0.02
C 1.496626 2.302277 1.176711 0.25 -0.31 -0.12
N 2.106833 2.041210 0.030810 -0.15 0.04 -0.62
C 1.957899 3.196539 -0.750609 0.21 -0.12 0.14
C 2.430885 3.480251 -2.028748 -0.04 -0.04 0.02
C 2.130971 4.720166 -2.549776 0.09 0.00 0.06
C 1.380141 5.661161 -1.823685 0.02 0.00 -0.07
C 0.916800 5.392069 -0.554156 -0.03 0.03 0.08
C 1.233945 4.141271 -0.033793 0.02 0.05 -0.04
N 0.957373 3.535815 1.184833 0.00 0.20 0.05
H 2.456890 1.304833 2.761456 -0.02 0.05 0.08
H 0.794982 1.771684 3.139509 0.03 0.07 0.01
H 0.046736 -0.100434 2.008043 -0.01 0.05 -0.03
H 1.158342 -1.977356 2.374683 0.06 -0.04 -0.01
H 1.987087 -0.973744 3.574622 -0.03 0.00 0.02
H 4.646781 -0.589454 -1.931880 0.04 0.00 -0.02
H 7.068549 -1.190854 -2.023276 -0.01 -0.03 0.00
H 8.213516 -2.094601 -0.047561 -0.01 0.02 0.00
H 7.025632 -2.395570 2.099213 0.00 -0.01 -0.01
H 4.350196 -1.992723 3.209668 -0.04 0.02 0.02
H 2.992749 2.739436 -2.579840 -0.01 0.04 -0.04
H 2.492532 4.983699 -3.534611 -0.03 0.00 0.00
H 1.168648 6.623170 -2.271229 -0.01 -0.01 0.00
H 0.343512 6.120421 0.003878 0.02 0.00 0.01
H 0.484028 3.964394 1.961708 0.03 -0.03 0.04
C -1.948822 2.706232 -4.482799 -0.10 0.06 0.04
Si -0.351553 1.882687 -4.987819 -0.03 -0.06 -0.02
C -0.694527 0.474611 -6.158475 -0.03 -0.07 -0.10
C 0.765617 3.128602 -5.806384 0.10 0.06 -0.05
C 0.425518 1.208198 -3.475989 0.07 -0.09 -0.02
C 0.922693 0.745058 -2.466443 -0.62 0.44 0.44
H -2.465057 3.132574 -5.346488 0.01 -0.01 0.01
H -1.760228 3.512569 -3.769561 0.00 -0.02 -0.01
H -2.621959 1.986690 -4.010192 0.01 0.02 -0.01
H -1.155686 0.836280 -7.081129 0.00 -0.01 0.02
H -1.368754 -0.256639 -5.707266 0.02 0.01 -0.01
H 0.229475 -0.042692 -6.425453 -0.02 0.01 0.01
H 0.297382 3.505056 -6.719599 0.02 0.01 0.01
H 1.724477 2.683636 -6.081619 -0.02 0.01 0.01
H 0.961498 3.980793 -5.153128 -0.02 -0.01 0.00
Cl -0.760767 -6.396972 3.858615 -0.02 0.02 0.00
C -1.600936 -5.075142 3.125223 -0.03 -0.01 -0.03
C -1.134931 -3.783501 3.295456 0.06 0.05 0.00
C -1.821846 -2.744305 2.691607 0.03 -0.04 0.02
C -2.957649 -2.954353 1.917139 -0.04 0.12 0.07
C -3.626363 -1.752461 1.289982 0.01 -0.12 -0.07
C -3.451364 -1.709006 -0.236842 -0.06 0.00 0.13
N -2.043809 -1.807107 -0.592130 0.00 -0.06 -0.05
C -1.355013 -2.964688 -0.871023 -0.08 0.02 -0.02
C -0.049900 -2.611758 -1.001952 0.08 0.03 0.09
N 0.059707 -1.258247 -0.781800 0.81 -0.46 -0.59
C -1.152881 -0.803317 -0.546506 -0.15 0.03 -0.01
O -4.998280 -1.724947 1.604460 -0.02 0.12 -0.05
C -5.492268 -0.452258 2.012960 0.02 -0.04 0.12
C -4.737558 0.118595 3.182847 0.03 -0.01 -0.06
C -4.484823 -0.551873 4.344443 0.00 0.02 -0.01
Cl -5.009909 -2.126378 4.759975 0.00 0.00 0.02
S -3.537418 0.360525 5.443144 -0.01 -0.04 0.04
C -3.466629 1.676802 4.354012 0.04 0.04 0.01
C -4.139607 1.414492 3.201360 0.00 -0.03 -0.01
C -3.406106 -4.265724 1.775233 0.06 -0.02 0.05
Cl -4.816693 -4.652433 0.843225 0.05 0.03 -0.02
C -2.737620 -5.322723 2.374838 -0.03 -0.07 -0.01
H -0.258721 -3.600913 3.902947 -0.02 -0.01 0.01
H -1.476241 -1.725998 2.842324 -0.04 0.00 0.02
H -3.128548 -0.869377 1.706665 0.03 0.00 -0.02
H -3.857763 -0.773170 -0.619302 0.03 0.00 -0.07
H -3.991694 -2.532128 -0.696549 0.03 -0.02 -0.04
H -1.850413 -3.916513 -0.959803 -0.01 0.03 0.01
H 0.805697 -3.218972 -1.238167 -0.01 0.02 -0.01
H -1.414893 0.227539 -0.371845 0.01 -0.01 -0.07
H -6.534769 -0.632029 2.271741 -0.02 0.01 -0.03
H -5.465032 0.261294 1.182098 -0.02 0.01 0.00
H -2.951058 2.580207 4.639311 -0.03 0.00 -0.03
H -4.234362 2.120667 2.386748 0.01 -0.01 0.02
H -3.106917 -6.331848 2.256172 0.01 0.01 0.00
```
Forces are in eV/Å.

Among the records above, which one has the lowest frontier orbital gap?
C37H37Cl3N7OPtSSi

Which formula does entry 2 have?
C37H37Cl3N7OPtSSi